5 unconnected molecules or ions with the total composition C2H14O4S in a non-equilibrium geometry. Source: the Open Molecules 2025 dataset; level of theory: ωB97M-V/def2-TZVPD.

Output
- max |F| (Eh/bohr) = 0.0394
- DFT total energy (eV) = -21325.4768
- HOMO (alpha / beta) (Eh) = 0.025 / -0.211
- net charge = -1
- HOMO-LUMO gap (alpha / beta) (eV) = 2.45 / 8.90
- spin multiplicity = 2

```
21
Properties=species:S:1:pos:R:3:forces:R:3
C 0.5141 0.2731 2.0353 0.788 -0.621 -0.187
S 1.6669 -1.1655 2.0626 -0.239 0.459 0.592
C 0.4340 -2.4836 2.3286 0.732 0.116 0.226
H 1.0542 1.1879 2.2659 0.179 -0.089 -0.007
H -0.2186 0.0900 2.8140 -0.346 0.144 -0.181
H 0.1391 0.3417 1.0170 -0.530 0.157 0.170
H -0.3668 -2.1414 2.9792 -0.287 0.175 -0.386
H 0.1376 -2.8470 1.3510 -0.500 -0.155 0.116
H 0.9126 -3.2722 2.9111 0.190 -0.115 -0.313
H -0.0515 -1.7765 -3.4555 0.022 -0.313 -0.096
H 0.5354 -0.6433 -2.6841 0.596 0.062 0.640
O -0.2766 -0.9093 -3.1202 -0.760 0.257 -0.482
H -1.2459 1.6171 -3.3139 -0.390 -0.492 -0.233
H 0.0204 2.0441 -2.6802 -0.247 0.257 0.212
O -0.9053 2.3303 -2.7786 0.668 0.167 0.125
H 1.9132 -0.8398 -0.4873 0.482 -0.041 -0.172
H 2.8817 -1.0615 -1.7278 0.289 0.213 0.342
O 1.9657 -1.1125 -1.4213 -0.679 -0.154 -0.308
H -2.9686 4.1891 0.9895 0.206 -0.700 -0.479
H -2.7877 2.8447 0.1746 1.144 -0.269 -0.793
O -3.3539 3.3346 0.7403 -1.316 0.941 1.215
```
Forces are in eV/Å.